62
Properties=species:S:1:pos:R:3:forces:R:3 method="wB97M-V/def2-TZVPD" relative_energy_ev=1.305 homo_energy_ev="-14.849 / -18.415" max_force_ev_per_a=2.65 orbital_gap_ha="0.2217 / 0.1959" multiplicity=5 total_charge=+3
Ir -0.8159 -0.0040 -0.8515 0.51 -0.25 1.71
P -1.9148 -1.8724 -0.2138 -1.22 -2.10 1.05
P 0.7399 -0.1512 0.8684 1.01 0.25 1.71
P 0.7154 -0.9543 -2.2860 1.52 -1.23 -1.20
H -2.8675 1.9025 -2.9299 -0.34 -0.33 -0.14
C -2.9306 0.8171 -3.0299 -1.41 1.15 -0.87
C -1.9148 0.0342 -2.4829 0.64 -0.69 -1.11
H -0.8400 0.5641 -2.6676 -1.36 0.04 -0.78
C -3.2646 -1.2384 0.8099 -0.35 0.11 0.04
C -1.1022 -3.1257 0.8403 0.16 -0.08 0.01
C -2.7367 -2.9327 -1.4496 0.06 0.02 -0.40
C 1.8584 1.2987 0.9327 0.18 0.04 0.16
C -0.1013 -0.0275 2.4870 0.17 0.02 0.22
C 1.8962 -1.5443 1.1178 0.11 0.02 0.03
C 0.2794 -0.8765 -4.0746 0.20 -0.19 -0.09
C 1.1296 -2.7097 -2.0479 0.28 -0.01 -0.23
C 2.2916 -0.0573 -2.2647 0.38 -0.14 -0.32
H -3.5216 0.3686 -3.8370 -0.34 0.45 0.68
H -1.9378 -1.0141 -2.8250 0.26 0.85 -0.66
H -3.7475 -0.4202 0.2567 -0.06 -0.27 0.22
H -2.8905 -0.8504 1.7662 -0.16 -0.14 -0.25
H -3.9895 -2.0418 0.9987 0.08 0.23 0.06
H -0.7347 -2.6835 1.7759 -0.12 -0.20 -0.28
H -0.2648 -3.5989 0.3064 -0.30 0.11 0.18
H -1.8295 -3.9145 1.0954 0.18 0.35 -0.11
H -3.5197 -2.3719 -1.9741 0.14 -0.11 0.09
H -3.1987 -3.8055 -0.9570 0.22 0.43 -0.04
H -2.0103 -3.3091 -2.1881 -0.28 0.12 0.21
H 2.6352 1.1316 1.6930 -0.20 0.13 -0.16
H 1.2931 2.2006 1.2049 0.12 -0.26 0.02
H 2.3425 1.4582 -0.0351 -0.04 -0.06 0.19
H 0.6127 -0.2769 3.2846 -0.25 0.11 -0.10
H -0.9645 -0.6984 2.5606 0.29 0.22 0.04
H -0.4314 1.0091 2.6343 -0.02 -0.25 0.05
H 2.3971 -1.3842 2.0826 -0.08 -0.03 -0.24
H 2.6646 -1.5710 0.3360 -0.17 -0.04 0.23
H 1.3778 -2.5075 1.1617 0.20 0.29 -0.05
H 1.1327 -1.2739 -4.6414 -0.19 0.05 0.17
H 0.1035 0.1602 -4.3945 0.04 -0.35 0.07
H -0.6092 -1.4776 -4.3141 0.37 0.20 0.04
H 1.7961 -3.0213 -2.8628 -0.12 -0.02 0.19
H 0.2333 -3.3404 -2.0761 0.19 0.19 -0.01
H 1.6545 -2.8573 -1.1031 -0.12 -0.06 -0.13
H 2.8724 -0.3542 -3.1494 0.04 0.09 0.28
H 2.8699 -0.2945 -1.3641 -0.08 0.14 -0.27
H 2.1012 1.0246 -2.3213 0.05 -0.32 0.05
C 1.1561 3.8265 -2.5682 -0.13 0.35 0.79
C -0.1648 3.5636 -2.9984 -0.75 -0.15 -0.63
C -0.3911 3.0076 -4.2566 -0.42 0.31 0.95
C 0.6755 2.7369 -5.1152 -0.03 -0.10 0.12
C 1.9825 2.9940 -4.7062 0.90 0.41 0.84
C 2.2337 3.5407 -3.4455 0.66 -0.21 -0.27
Se 1.3238 4.5346 -0.7876 0.20 -0.59 -1.80
H 2.7155 4.0748 -0.6630 0.09 0.26 0.10
H -1.0089 3.7955 -2.3411 0.21 -0.06 -0.30
H -1.4074 2.7675 -4.5595 0.17 0.17 0.00
H 0.4954 2.2942 -6.0865 -0.04 0.09 -0.06
H 2.8169 2.7518 -5.3673 -0.22 0.20 0.22
H 3.2618 3.7451 -3.1160 -0.45 -0.10 -0.29
O -1.2339 2.0597 -0.1487 0.30 1.46 0.14
H -1.6758 2.1090 0.7255 0.41 0.31 -0.58
H -0.5132 2.7411 -0.2201 -1.06 -0.78 0.52